(1)
Formula: C27H42CrN3OP2
Source: the OMol25 dataset
Level of theory: wB97M-V/def2-TZVPD

The geometry in XYZ format:
```
76
Properties=species:S:1:pos:R:3
Cr 0.227 -0.792 0.463
C 3.779 0.083 2.080
C 3.898 -0.704 0.774
C 5.313 -0.617 0.211
P 2.484 -0.229 -0.321
C 2.847 -0.866 -2.022
C 3.883 -0.116 -2.859
C 1.533 -0.954 -2.802
C 2.382 1.582 -0.406
C 3.418 2.395 -0.869
C 3.266 3.759 -1.028
C 2.020 4.315 -0.749
C 0.987 3.543 -0.261
C 1.144 2.161 -0.013
N 0.137 1.368 0.503
C -0.890 1.904 1.246
C -0.757 3.029 2.088
C -1.833 3.546 2.785
C -3.093 2.965 2.693
C -3.231 1.815 1.930
C -2.158 1.251 1.244
P -2.178 -0.307 0.297
C -2.909 0.126 -1.345
C -4.367 0.575 -1.308
C -2.031 1.175 -2.025
C -3.311 -1.576 1.036
C -2.488 -2.486 1.954
C -4.595 -1.152 1.747
H 4.502 -0.290 2.808
H 2.780 -0.009 2.507
H 3.979 1.144 1.911
H 3.680 -1.755 0.989
H 5.588 0.413 -0.026
H 5.437 -1.225 -0.685
H 6.023 -0.982 0.957
H 3.199 -1.886 -1.829
H 3.513 0.876 -3.118
H 4.047 -0.659 -3.793
H 4.847 -0.003 -2.368
H 1.099 0.043 -2.927
H 0.813 -1.592 -2.292
H 1.725 -1.353 -3.801
H 4.367 1.942 -1.124
H 4.081 4.370 -1.390
H 1.849 5.372 -0.919
H 0.029 4.008 -0.071
H 0.210 3.507 2.171
H -1.686 4.425 3.404
H -3.943 3.388 3.210
H -4.204 1.351 1.868
H -2.838 -0.808 -1.914
H -4.490 1.449 -0.663
H -5.032 -0.213 -0.957
H -4.693 0.858 -2.311
H -2.049 2.117 -1.471
H -2.404 1.370 -3.033
H -0.992 0.851 -2.093
H -3.582 -2.161 0.148
H -2.140 -1.934 2.832
H -1.611 -2.881 1.440
H -3.106 -3.315 2.306
H -4.365 -0.673 2.700
H -5.190 -2.041 1.968
H -5.217 -0.474 1.164
C 0.592 1.613 5.173
N -0.246 0.475 4.795
C -1.652 0.531 5.204
C 0.022 -0.112 3.647
N 0.271 -0.655 2.660
H 0.600 1.690 6.260
H 0.208 2.540 4.740
H 1.608 1.448 4.823
H -1.685 0.650 6.286
H -2.142 -0.404 4.939
H -2.168 1.362 4.717
O 0.253 -2.331 -0.099
```

Output
spin multiplicity: 4
DFT total energy: -82197.8440 eV
strongest force on any atom: 0.84 eV Å⁻¹

=====

(2)
Formula: C2H8N5O
Source: the OMol25 dataset
Level of theory: wB97M-V/def2-TZVPD

The geometry in XYZ format:
```
16
Properties=species:S:1:pos:R:3
H 0.920 -1.129 1.767
N 1.491 -1.069 0.967
C 1.108 -0.304 0.052
N 1.841 0.075 -1.050
N -0.145 0.408 0.157
N -0.354 1.648 0.689
C -1.241 -0.235 -0.282
N -1.197 -1.524 -0.588
O -2.401 0.317 -0.181
H 2.655 -0.420 -1.230
H 1.506 0.615 -1.743
H 0.256 2.430 0.305
H 0.057 1.812 1.668
H -0.286 -1.850 -0.144
H -2.081 -1.960 -0.431
H -2.128 1.185 0.045
```

Output
total charge: +1
spin multiplicity: 1
SMILES string: [H]/N=C(N)\[N+](N)=C(/N)O
DFT total energy: -11693.9799 eV
strongest force on any atom: 4.80 eV Å⁻¹